# 1
C12H17NO | ωB97M-V/def2-TZVPD

Results
E_HOMO (spin up / spin down) in eV: -12.353 / -12.353
Total energy in eV: -16249.223
Gap between HOMO and LUMO (spin up / spin down) in Eh: 0.3210 / 0.1987
2S+1: 2
LUMO energy (spin up / spin down) in eV: -3.62 / -6.95
Energy above the lowest of the compared OMol25 structures with the same formula, charge and spin in kJ/mol: 16.80
Net charge: +1

```
31
C12H17NO (ωB97M-V/def2-TZVPD)
C 1.208 -0.748 -1.272
C 1.267 -2.318 -1.379
C 1.614 -0.250 0.078
C 2.549 0.738 0.409
C 0.983 -0.660 1.273
C 1.582 0.088 2.327
C -0.237 -1.300 1.566
C 1.199 0.061 3.640
C -0.686 -1.306 2.860
C 0.015 -0.656 3.899
N 2.516 0.969 1.726
H 1.715 -0.138 -2.023
H 0.166 -0.469 -1.468
H 0.252 -2.689 -1.378
H 3.280 1.200 -0.235
H 3.233 1.415 2.285
H -0.713 -1.948 0.842
H 1.734 0.592 4.414
H -1.499 -1.928 3.199
H -0.361 -0.764 4.907
H 1.748 -2.644 -0.455
H 1.949 -2.598 -2.172
C -2.551 1.852 -1.891
C -2.209 1.776 -3.399
O -3.611 0.987 -1.518
H -1.699 1.688 -1.211
H -2.818 2.857 -1.550
H -1.310 1.189 -3.567
H -4.213 0.874 -2.257
H -2.074 2.812 -3.704
H -3.026 1.315 -3.944
```

=====

# 2
C12H17NO2 | ωB97M-V/def2-TZVPD

Results
E_HOMO in eV: -8.428
Total energy in eV: -18299.665
Gap between HOMO and LUMO in Eh: 0.2904
2S+1: 1
LUMO energy in eV: -0.52
Energy above the lowest of the compared OMol25 structures with the same formula, charge and spin in kJ/mol: 485.53

```
32
C12H17NO2 (ωB97M-V/def2-TZVPD)
C 3.480 0.561 0.347
C 2.792 1.412 -0.474
C 2.917 -0.597 0.677
C 1.475 1.173 -0.707
C 1.646 -0.959 0.363
C 0.891 -0.101 -0.407
C -0.917 0.525 -2.080
C -0.741 -1.840 -1.284
C -0.868 1.422 1.649
C -1.430 -1.112 1.652
C -0.405 -0.439 -1.002
C -1.442 0.218 0.872
N -2.658 0.445 0.216
O -3.021 1.629 0.085
O -3.349 -0.502 -0.256
H 4.577 0.606 0.432
H 3.235 2.364 -0.811
H 3.530 -1.283 1.267
H 0.962 1.946 -1.277
H 1.276 -1.832 0.808
H -1.914 0.207 -2.607
H -0.292 0.484 -2.967
H -0.886 1.567 -1.823
H -0.497 -2.133 -2.289
H -0.382 -2.528 -0.518
H -1.815 -1.946 -1.160
H -1.553 1.920 2.276
H -0.035 1.046 2.296
H -0.308 2.129 1.113
H -2.016 -1.081 2.612
H -1.805 -1.886 1.058
H -0.449 -1.417 1.940
```

=====

# 3
C12H17NS | ωB97M-V/def2-TZVPD

Results
E_HOMO in eV: -6.025
Total energy in eV: -25035.877
Gap between HOMO and LUMO in Eh: 0.2194
2S+1: 1
SMILES: CC1=C[S@@H](=CC/N=C/C2CC2)=CC=C1
LUMO energy in eV: -0.05
Energy above the lowest of the compared OMol25 structures with the same formula, charge and spin in kJ/mol: 960.79

```
31
C12H17NS (ωB97M-V/def2-TZVPD)
C -2.985 -3.287 -0.859
C -1.564 -2.995 -0.725
C -1.218 -1.850 -0.112
S 0.417 -1.223 0.261
C 0.107 -0.693 1.846
C 0.868 0.577 2.153
N 0.952 1.364 0.965
C 0.869 2.661 0.958
C 1.295 3.399 -0.295
C 0.259 4.225 -1.044
C 1.167 4.909 -0.133
C 1.284 -2.436 -0.651
C 0.802 -3.675 -1.175
C -0.632 -3.905 -1.226
H -3.709 -2.645 -0.311
H -3.288 -4.274 -0.510
H -3.214 -3.231 -1.874
H -2.006 -1.180 0.202
H 0.621 0.384 0.052
H -0.308 -1.463 2.534
H 1.944 0.380 2.558
H 0.336 1.189 3.013
H 0.482 3.255 1.815
H 2.234 2.885 -0.579
H -0.801 4.074 -0.832
H 0.258 4.162 -2.194
H 1.992 5.552 -0.510
H 0.783 5.509 0.753
H 2.440 -2.361 -0.645
H 1.494 -4.373 -1.742
H -0.879 -4.935 -1.694
```

=====

# 4
C12H17NS | ωB97M-V/def2-TZVPD

Results
E_HOMO in eV: -8.000
Total energy in eV: -25044.260
Gap between HOMO and LUMO in Eh: 0.3241
2S+1: 1
SMILES: Cc1c[nH]c2ccccc12.CCSC
LUMO energy in eV: 0.82
Energy above the lowest of the compared OMol25 structures with the same formula, charge and spin in kJ/mol: 151.92

```
31
C12H17NS (ωB97M-V/def2-TZVPD)
C -2.320 -3.199 1.563
C -1.955 -2.285 0.467
C -2.144 -2.373 -0.879
N -1.722 -1.229 -1.528
C -1.281 -0.354 -0.547
C -1.046 1.056 -0.718
C -1.233 1.824 0.387
C -1.437 1.233 1.675
C -1.395 -0.110 1.861
C -1.487 -0.932 0.692
H -3.139 -3.903 1.550
H -2.388 -2.659 2.518
H -1.401 -3.752 1.858
H -2.552 -3.131 -1.518
H -1.940 -0.925 -2.469
H -0.762 1.495 -1.658
H -1.233 2.910 0.397
H -1.793 1.795 2.540
H -1.371 -0.542 2.850
C 2.560 2.473 -1.617
C 2.699 0.982 -1.846
S 3.896 0.177 -0.752
C 3.018 0.312 0.813
H 1.732 2.871 -2.215
H 3.398 3.156 -1.823
H 2.341 2.687 -0.570
H 1.710 0.528 -1.657
H 2.797 0.824 -2.924
H 3.755 0.190 1.601
H 2.506 1.265 1.017
H 2.188 -0.380 0.931
```

=====

# 5
C12H18AsN2OPdS7 | ωB97M-V/def2-TZVPD

Results
E_HOMO in eV: -4.003
Total energy in eV: -157934.101
Gap between HOMO and LUMO in Eh: 0.2269
2S+1: 1
LUMO energy in eV: 2.17
Energy above the lowest of the compared OMol25 structures with the same formula, charge and spin in kJ/mol: 0.00
Net charge: -1

```
42
C12H18AsN2OPdS7 (ωB97M-V/def2-TZVPD)
Pd -0.172 0.283 -0.718
C 4.620 -2.394 1.177
C 5.231 -2.298 -0.234
S 4.904 -0.765 -1.145
C 3.441 -1.183 -2.132
C 2.331 -1.904 -1.397
S 1.698 -0.951 0.014
C 0.975 -2.319 0.962
C 1.920 -2.908 1.991
S 3.415 -3.746 1.378
H 4.136 -1.458 1.447
H 5.415 -2.577 1.901
H 4.933 -3.149 -0.850
H 6.318 -2.333 -0.162
H 3.752 -1.780 -2.991
H 3.086 -0.220 -2.510
H 2.682 -2.857 -1.005
H 1.488 -2.089 -2.064
H 0.606 -3.054 0.247
H 0.088 -1.879 1.432
H 1.390 -3.693 2.534
H 2.227 -2.163 2.726
S -2.081 -0.531 1.700
As -2.872 -0.582 -0.292
S -2.208 1.332 -1.206
S -1.279 -1.609 -1.520
S -4.828 -1.183 -0.650
N 0.749 6.782 -0.619
C 1.349 5.581 -0.899
O 2.163 5.450 -1.788
C 0.942 4.450 -0.009
C 0.631 4.620 1.334
C 0.255 3.518 2.080
C 0.182 2.283 1.455
N 0.484 2.124 0.165
C 0.863 3.177 -0.552
H 0.898 7.507 -1.303
H -0.141 6.781 -0.151
H 0.695 5.600 1.791
H 0.000 3.605 3.126
H -0.180 1.400 1.969
H 1.088 3.013 -1.597
```

=====

# 6
C12H18AuCl2N2 | ωB97M-V/def2-TZVPD

Results
E_HOMO (spin up / spin down) in eV: -1.991 / -5.120
Total energy in eV: -44452.715
Gap between HOMO and LUMO (spin up / spin down) in Eh: 0.1699 / 0.2745
2S+1: 3
LUMO energy (spin up / spin down) in eV: 2.63 / 2.35
Energy above the lowest of the compared OMol25 structures with the same formula, charge and spin in kJ/mol: 13.78
Net charge: -1

```
35
C12H18AuCl2N2 (ωB97M-V/def2-TZVPD)
Au -0.413 3.736 0.005
Cl -1.296 5.705 -0.733
Cl 0.854 2.290 1.307
C 2.438 -0.341 -0.637
H 3.085 -0.896 0.053
H 1.907 0.522 -0.222
C -1.762 2.149 -1.060
C 2.266 -0.761 -1.840
H -2.002 1.530 -0.187
C 1.552 0.008 -2.981
H 2.613 -1.761 -2.141
C 1.318 1.525 -2.754
H 2.153 -0.081 -3.910
H 0.604 -0.496 -3.230
C -0.125 2.007 -3.017
H 1.600 1.798 -1.738
H 1.979 2.072 -3.446
C -1.102 1.447 -2.066
H -0.157 3.105 -2.987
H -0.402 1.734 -4.044
H -2.431 3.004 -1.262
H -1.223 0.363 -2.138
N -1.444 -3.622 4.401
C -1.069 -2.684 3.491
C 0.198 -2.746 2.862
C 0.510 -1.784 1.897
N -0.339 -0.815 1.558
C -1.511 -0.700 2.181
C -1.937 -1.620 3.145
H -0.838 -4.392 4.647
H -2.352 -3.597 4.844
H 0.911 -3.529 3.110
H 1.470 -1.800 1.377
H -2.140 0.149 1.903
H -2.916 -1.520 3.611
```

=====

# 7
C12H18Cl5N3OPPdSbSe4 | ωB97M-V/def2-TZVPD

Results
E_HOMO in eV: -1.271
Total energy in eV: -362564.385
Gap between HOMO and LUMO in Eh: 0.1898
2S+1: 1
LUMO energy in eV: 3.90
Energy above the lowest of the compared OMol25 structures with the same formula, charge and spin in kJ/mol: 0.00
Net charge: -2

```
46
C12H18Cl5N3OPPdSbSe4 (ωB97M-V/def2-TZVPD)
Pd 0.160 0.103 0.237
Cl -0.690 -2.835 1.683
C -1.984 -1.869 1.058
C -1.699 -0.593 0.570
C -2.793 0.141 0.110
Cl -2.524 1.749 -0.494
C -4.092 -0.358 0.101
Cl -5.414 0.592 -0.496
C -4.335 -1.645 0.572
Cl -5.941 -2.294 0.556
C -3.273 -2.402 1.055
Cl -3.573 -4.006 1.639
Se 4.088 1.736 3.428
Sb 2.747 0.199 2.103
Se 0.289 0.543 2.601
Se 2.504 0.965 -0.271
Se 3.322 -2.170 2.207
C -0.152 -2.232 -5.294
N -0.631 -1.605 -4.090
C -2.069 -1.567 -3.931
P 0.411 -1.197 -2.852
O -0.378 -0.332 -1.930
N 1.036 -2.634 -2.326
C 0.120 -3.758 -2.160
C 2.071 -2.608 -1.276
N 1.710 -0.416 -3.489
C 2.989 -0.998 -3.830
C 1.669 1.035 -3.589
H -0.501 -3.271 -5.376
H 0.937 -2.242 -5.307
H -0.500 -1.693 -6.183
H -2.499 -2.579 -3.950
H -2.531 -0.990 -4.740
H -2.319 -1.096 -2.983
H -0.581 -3.814 -2.991
H -0.441 -3.697 -1.222
H 0.707 -4.680 -2.139
H 2.693 -1.720 -1.356
H 2.694 -3.501 -1.373
H 1.640 -2.595 -0.275
H 2.951 -2.080 -3.744
H 3.768 -0.622 -3.158
H 3.262 -0.734 -4.860
H 0.726 1.409 -3.196
H 1.781 1.347 -4.635
H 2.473 1.474 -2.992
```

=====

> Look up the energy above the lowest of the compared OMol25 structures with the same formula, charge and spin of the second one.

485.53 kJ/mol

=====

> The highest 2S+1 belongs to which entry?

C12H18AuCl2N2

=====

> Look up the energy above the lowest of the compared OMol25 structures with the same formula, charge and spin of the seventh one.

0.00 kJ/mol